# C14H23BN6OW

A molecular structure, C14H23BN6OW at a distorted geometry (wB97M-V/def2-TZVPD, OMol25).

CARTESIAN COORDINATES (ANGSTROEM)
C -0.332 -2.120 0.587
N -0.372 -1.589 -0.674
N -1.296 -2.306 -1.480
C -1.751 -3.303 -0.730
C -1.174 -3.234 0.553
B -1.697 -1.815 -2.933
N -2.294 -0.363 -2.753
N -1.516 0.688 -2.202
C -2.332 1.767 -1.961
C -3.601 1.424 -2.430
C -3.533 0.104 -2.900
W 0.281 -0.038 -1.702
N -0.300 -1.636 -3.732
N 0.774 -0.790 -3.251
C 1.875 -0.950 -4.135
C 1.453 -1.851 -5.099
C 0.141 -2.247 -4.816
H 2.760 -0.357 -3.882
H -0.535 -2.911 -5.304
H 2.053 -2.163 -5.898
H -2.431 -2.578 -3.512
H -4.242 -0.579 -3.341
H -2.464 -3.953 -1.205
H -4.474 2.043 -2.434
H -1.357 -3.908 1.351
H -1.898 2.666 -1.526
H 0.312 -1.638 1.325
H 2.501 2.107 -1.550
C 2.038 2.041 -0.503
H 1.041 2.578 -0.294
H -0.579 0.943 3.554
H 2.352 1.187 0.206
C 0.861 2.933 4.264
C 1.208 1.446 4.241
C 2.608 1.227 3.692
C 1.103 0.863 5.646
O 0.351 0.714 3.339
H 1.547 3.478 4.927
H -0.161 3.096 4.632
H 0.945 3.366 3.259
H 3.354 1.704 4.337
H 2.832 0.155 3.643
H 2.704 1.649 2.684
H 0.089 0.979 6.050
H 1.355 -0.204 5.635
H 1.800 1.373 6.323

Values from the calculation:
* E_LUMO (alpha / beta): -15.324 / -16.387 eV
* charge: +4
* E_tot: -28330.6772 eV
* 2S+1: 3

Here are the Löwdin charges for atoms 1 to 8, given in e:
1. C -0.0153
2. N -0.1826
3. N 0.0062
4. C 0.0585
5. C 0.0585
6. B -0.3677
7. N -0.0030
8. N -0.1632